Entry 1:
Here is a molecular structure, C16H26N2O2S in a non-equilibrium geometry from OMol25. Energies are from ωB97M-V/def2-TZVPD.

Orbital gap (eV): 9.3
E_tot (eV): -34909.4309
Energy above the lowest of the compared OMol25 structures with the same formula, charge and spin (kcal/mol): 355.2
HOMO level (eV): -8.8
Total charge: 0

```
47
Properties=species:S:1:pos:R:3:forces:R:3:nbo_charge:R:1
C 7.58864 2.65029 -0.18611 -5.2 2.4 -15.0 -0.52
C 7.04072 1.42508 -0.92286 -5.1 2.5 0.4 -0.40
C 6.36018 0.63050 0.08360 -4.6 -4.5 5.1 -0.41
C 5.61864 -0.72096 -0.56394 -4.4 3.8 2.5 -0.40
C 4.87022 -1.77860 0.31451 -1.7 9.9 5.8 -0.33
H 4.98361 -2.73092 0.25546 1.0 -6.0 -1.2 0.19
H 5.18422 -1.56332 1.62451 -0.4 -0.6 -3.9 0.16
C 3.29952 -1.41360 0.43911 2.5 -1.0 7.4 -0.16
C 2.83816 0.01761 0.80538 5.2 1.4 1.4 -0.42
C 1.41836 0.02409 1.07716 -3.8 1.9 1.0 -0.41
C 0.60378 -0.19612 -0.17205 -1.1 -7.9 4.0 -0.29
C -0.90551 -0.23548 -0.07873 7.9 -11.4 2.5 0.55
N -1.55717 -1.43590 0.36502 -0.2 8.4 -1.1 -0.30
N -2.80592 -0.65440 0.58211 -0.5 -2.9 -1.4 -0.34
C -2.75207 0.46740 -0.00119 -1.0 1.0 2.5 0.22
S -4.07952 1.61378 0.12081 1.0 0.0 -0.7 0.30
C -5.33838 0.50866 0.76530 -2.7 6.6 -0.6 -0.61
C -6.27775 -0.10643 -0.22606 14.0 -1.8 -0.3 0.57
O -7.33460 0.10250 -0.29230 -16.1 3.1 0.2 -0.47
C -5.52312 -0.78306 -1.22941 -1.5 -1.2 -6.8 -0.72
H -6.22405 -1.47456 -1.98803 1.8 1.7 2.3 0.22
H -4.82880 -1.32594 -0.72026 2.4 -1.9 0.6 0.23
H -5.02889 -0.02125 -1.98558 -0.8 -1.4 1.8 0.25
H -4.97250 -0.01515 1.54428 0.9 -1.7 2.7 0.25
H -5.98746 1.53541 1.04784 1.1 -3.0 0.4 0.23
O -1.40216 0.84186 -0.23622 -6.0 5.3 -1.6 -0.38
H 0.92532 0.10619 -1.00843 2.3 4.7 -6.0 0.22
C 1.13095 -1.65721 -0.57639 -5.0 -4.0 1.8 -0.41
C 2.52858 -1.92663 -0.60158 2.9 0.9 -6.4 -0.40
H 2.93199 -2.95478 -0.87822 -1.3 1.1 0.1 0.24
H 2.91602 -1.14854 -1.60315 -0.5 -2.2 2.1 0.13
H 0.73820 -2.51327 0.12695 0.2 1.9 -0.2 0.21
H 0.62921 -2.09520 -1.44360 0.1 0.8 -0.6 0.22
H 1.05129 -0.70063 1.89211 0.8 1.0 -1.2 0.24
H 1.05000 1.02853 1.32666 0.6 0.1 1.0 0.21
H 3.42474 0.52085 1.85657 -1.4 -1.8 -3.1 0.22
H 3.21357 0.67490 -0.07534 -1.1 -0.6 1.4 0.22
H 2.98187 -2.06629 1.64289 0.6 1.5 -3.5 0.16
H 6.33523 -1.21300 -1.01641 3.4 -2.2 -3.3 0.19
H 4.75552 -0.23679 -1.22039 2.2 -1.3 0.5 0.19
H 5.52426 1.04357 0.79942 0.7 0.6 -2.3 0.20
H 6.79990 0.28536 1.08626 1.3 0.0 -1.8 0.21
H 6.05399 1.72466 -1.62611 3.0 -0.4 1.2 0.18
H 7.59770 0.71537 -1.42394 2.1 -0.6 -1.5 0.21
H 8.18453 2.40121 0.37964 11.0 -4.7 10.4 0.16
H 8.17553 3.20928 -1.03278 -1.3 -0.1 1.9 0.19
H 6.87577 3.14129 0.29063 -3.3 2.6 1.5 0.20
```
Positions in Å, forces in eV/Å.

***

Entry 2:
Here is C16H26N2O4S in the gas phase from OMol25. Energies are from ωB97M-V/def2-TZVPD.

Orbital gap (eV): 9.1
E_tot (eV): -39018.2648
Energy above the lowest of the compared OMol25 structures with the same formula, charge and spin (kcal/mol): 71.2
HOMO level (eV): -8.5
Total charge: 0

```
49
Properties=species:S:1:pos:R:3:forces:R:3:nbo_charge:R:1
C 4.52221 2.48996 -0.56119 0.2 0.1 -0.1 -0.24
O 3.36062 2.30938 0.22384 -0.5 -0.4 0.1 -0.53
C 2.66956 1.14293 -0.06113 -0.1 -0.1 -0.1 0.31
C 1.70933 1.14680 -1.07784 0.1 0.0 0.1 -0.05
C 1.41541 2.38468 -1.86877 0.1 0.0 0.0 -0.64
C 1.01829 -0.02957 -1.32049 0.0 0.2 -0.1 -0.18
C 1.27815 -1.16644 -0.58178 -0.4 -0.3 -0.2 -0.35
S 0.26231 -2.59031 -0.95144 -0.3 -0.4 0.4 2.31
O 1.03330 -3.78611 -1.13278 0.1 0.0 0.1 -0.94
O -0.64577 -2.23567 -2.01054 0.1 0.3 0.1 -0.95
N -0.54409 -2.78701 0.51340 0.7 0.0 -0.7 -0.86
C -1.43829 -1.70966 0.87748 -0.5 0.4 0.0 -0.27
C -2.77901 -1.71894 0.10908 0.1 -0.1 0.0 -0.24
N -3.44702 -0.44325 -0.00743 0.0 0.0 0.1 -0.44
C -3.80230 0.18368 1.25119 -0.3 0.3 -0.2 -0.25
C -4.73269 1.36174 0.95011 0.0 -0.2 0.4 -0.07
O -4.11957 2.29321 0.09052 0.1 0.1 0.1 -0.52
C -3.73881 1.67743 -1.11906 0.3 -0.1 -0.2 -0.07
C -2.77733 0.51485 -0.86722 -0.3 0.2 -0.1 -0.26
C 2.21987 -1.18373 0.43607 0.1 0.1 0.0 0.04
C 2.47428 -2.42143 1.23359 0.1 -0.1 0.1 -0.65
C 2.91885 -0.00088 0.70328 0.0 0.1 -0.1 -0.05
C 3.91939 0.05318 1.81844 0.0 0.1 -0.1 -0.64
H 5.24450 1.68394 -0.39341 0.0 0.0 0.0 0.17
H 4.28416 2.53336 -1.62835 0.0 0.0 0.0 0.17
H 4.95508 3.43793 -0.24649 0.0 0.0 -0.1 0.20
H 1.95514 2.36840 -2.81599 0.0 0.1 -0.1 0.22
H 1.71568 3.26881 -1.31177 0.0 0.1 -0.1 0.23
H 0.35286 2.44454 -2.09185 -0.1 0.0 0.0 0.22
H 0.26365 -0.08206 -2.08943 -0.1 0.1 -0.1 0.24
H -0.96859 -3.70175 0.56214 0.1 -0.3 -0.1 0.40
H -1.60640 -1.75825 1.95781 0.1 0.1 -0.1 0.20
H -0.89341 -0.78928 0.65540 -0.1 0.1 0.2 0.21
H -2.58070 -2.07236 -0.90517 -0.1 -0.1 0.2 0.23
H -3.47262 -2.41486 0.59235 0.0 -0.1 0.0 0.19
H -4.32255 -0.54365 1.87766 0.0 0.0 0.1 0.20
H -2.91811 0.55833 1.79524 0.0 0.0 0.0 0.17
H -4.98106 1.90563 1.86319 0.0 -0.1 0.0 0.19
H -5.65435 0.97880 0.48701 0.1 0.0 0.1 0.17
H -3.26445 2.45502 -1.72017 0.0 -0.1 0.0 0.19
H -4.63027 1.30048 -1.64144 0.1 0.0 0.0 0.17
H -2.52113 0.02461 -1.80735 0.0 0.0 0.0 0.22
H -1.85543 0.91656 -0.41031 0.0 0.0 -0.1 0.16
H 1.98538 -2.34841 2.20479 0.0 0.0 0.1 0.22
H 3.54047 -2.55649 1.40118 0.1 0.0 0.0 0.22
H 2.08236 -3.28830 0.71388 0.2 -0.1 0.2 0.25
H 3.48833 -0.34697 2.73354 0.0 -0.1 0.1 0.22
H 4.22393 1.08082 1.99592 0.0 0.0 0.1 0.24
H 4.80087 -0.53967 1.57427 0.1 0.0 0.1 0.22
```
Positions in Å, forces in eV/Å.

***

Entry 3:
Here is C16H26N4 in the gas phase from OMol25. Energies are from ωB97M-V/def2-TZVPD.

Orbital gap (eV): 8.9
E_tot (eV): -22975.0335
Energy above the lowest of the compared OMol25 structures with the same formula, charge and spin (kcal/mol): 0.6
HOMO level (eV): -8.3
Total charge: 0

```
46
Properties=species:S:1:pos:R:3:forces:R:3:nbo_charge:R:1
C -4.83188 -1.12244 0.82432 -0.2 0.1 -0.1 -0.62
C -5.10153 -0.58503 -0.57500 0.2 -0.2 0.0 -0.39
C -3.83390 -0.16885 -1.32137 -0.3 0.2 -0.1 -0.38
C -3.14970 1.08138 -0.73693 0.1 -0.3 -0.2 -0.45
C -2.22030 0.78688 0.38749 -0.1 0.3 0.0 0.35
N -2.48876 0.98123 1.65244 -0.4 0.3 -0.1 -0.48
C -1.39501 0.57109 2.34659 0.3 -0.2 -0.1 -0.08
C -0.44277 0.12181 1.48399 0.0 -0.1 0.4 -0.10
N -0.97333 0.25535 0.22626 -0.2 -0.1 0.3 -0.36
C -0.26111 0.01625 -0.99643 0.3 0.3 -0.5 -0.22
C 0.50306 1.27729 -1.45252 -0.3 -0.5 -0.2 -0.21
N 1.50625 1.65789 -0.49980 0.3 0.2 0.2 -0.36
C 1.30809 2.53345 0.53869 0.1 0.3 0.2 -0.11
C 2.47471 2.55925 1.23902 -0.3 0.1 -0.1 -0.08
N 3.37784 1.72370 0.66296 0.5 -0.4 -0.1 -0.48
C 2.78178 1.18791 -0.37015 -0.1 0.0 -0.1 0.35
C 3.42706 0.21471 -1.29693 0.3 -0.1 0.0 -0.44
C 4.21017 -0.84723 -0.51960 -0.4 0.0 0.0 -0.38
C 3.29390 -1.74905 0.30259 0.3 0.0 0.0 -0.40
C 4.08160 -2.79903 1.07489 -0.2 0.1 -0.1 -0.60
H -4.15745 -1.97587 0.78126 0.1 -0.1 0.0 0.20
H -4.38101 -0.35738 1.44942 0.0 -0.1 0.1 0.24
H -5.76180 -1.44556 1.28661 -0.1 -0.1 0.1 0.21
H -5.60627 -1.35610 -1.16412 -0.1 0.1 0.0 0.20
H -5.77466 0.27244 -0.51042 -0.1 0.0 -0.1 0.19
H -4.10382 0.04469 -2.35900 0.1 -0.1 0.0 0.20
H -3.13542 -1.00933 -1.32642 0.0 0.0 -0.1 0.19
H -2.60071 1.59166 -1.53351 -0.1 0.1 0.0 0.21
H -3.91170 1.76459 -0.36134 0.1 0.1 0.0 0.24
H -1.36811 0.62737 3.41569 0.1 0.0 0.2 0.21
H 0.53793 -0.27493 1.64700 0.2 -0.1 0.0 0.22
H 0.45053 -0.79740 -0.82880 -0.1 0.0 -0.1 0.22
H -0.96168 -0.27963 -1.78064 0.1 0.0 0.1 0.22
H -0.20008 2.10848 -1.55793 0.1 -0.1 0.0 0.22
H 0.96649 1.08905 -2.42477 -0.1 0.1 0.1 0.22
H 0.37764 3.04413 0.67895 -0.2 0.1 0.0 0.22
H 2.72529 3.12029 2.11617 -0.1 0.2 0.2 0.21
H 4.11931 0.75839 -1.94726 -0.1 0.0 -0.1 0.23
H 2.67858 -0.26709 -1.92955 0.0 0.0 -0.1 0.20
H 4.78457 -1.45501 -1.22211 0.1 0.0 0.0 0.20
H 4.90439 -0.33739 0.14812 0.1 0.0 0.0 0.23
H 2.57925 -2.24866 -0.35925 -0.1 0.0 0.0 0.18
H 2.73288 -1.13157 1.00723 -0.1 0.0 0.0 0.20
H 3.41341 -3.42987 1.65685 0.0 -0.1 0.1 0.21
H 4.78140 -2.31957 1.75480 0.1 0.0 0.1 0.21
H 4.64487 -3.43231 0.39255 0.1 -0.1 0.0 0.20
```
Positions in Å, forces in eV/Å.

***

Entry 4:
Here is C16H26O5 in the gas phase in a non-equilibrium geometry from OMol25. Energies are from ωB97M-V/def2-TZVPD.

Orbital gap (eV): 10.2
E_tot (eV): -27249.5190
Energy above the lowest of the compared OMol25 structures with the same formula, charge and spin (kcal/mol): 50.8
HOMO level (eV): -9.5
Total charge: 0

```
47
Properties=species:S:1:pos:R:3:forces:R:3:nbo_charge:R:1
C -4.52216 -3.06188 -1.64823 -1.0 -0.6 0.3 -0.25
O -3.92683 -1.82226 -1.94839 0.8 0.7 0.9 -0.55
C -3.75456 -0.96603 -0.80907 -0.6 0.5 -0.9 0.39
C -2.74613 0.14538 -1.12330 -0.8 0.5 0.1 -0.46
C -2.50264 1.12529 0.07421 0.7 -0.8 -0.4 0.12
O -1.88444 2.27101 -0.45985 0.7 0.6 0.1 -0.74
C -1.52962 0.48695 1.12650 -1.1 -0.2 0.3 -0.45
C -0.05800 0.74659 0.88138 1.6 -0.7 0.3 0.06
O 0.26135 2.08114 1.26304 0.9 0.3 0.3 -0.75
C 0.94817 -0.25339 1.58198 -1.0 0.0 -0.4 0.10
C 0.74724 -0.36472 3.09309 0.4 0.5 -0.4 -0.63
O 2.31593 0.08996 1.31822 0.0 0.6 0.0 -0.56
C 2.85967 -0.28617 0.03975 -0.7 -0.7 -0.1 -0.08
C 4.24308 0.22491 -0.18405 1.5 0.6 -0.2 -0.07
C 4.63537 1.03406 -1.28470 0.1 -0.6 0.6 -0.19
C 5.97761 1.42148 -1.45981 -0.7 -0.4 0.3 -0.21
C 6.94106 0.98550 -0.55435 0.4 0.1 -0.9 -0.21
C 6.59348 0.17970 0.49821 -0.8 -0.8 0.9 -0.21
C 5.25091 -0.19382 0.67974 0.4 0.2 0.3 -0.18
O -5.03161 -0.47117 -0.33908 0.4 0.0 -0.3 -0.57
C -5.89766 0.19274 -1.29079 0.5 -1.0 -0.8 -0.26
H -5.63111 -2.96936 -1.72016 0.6 -0.2 0.2 0.17
H -4.20466 -3.83668 -2.35265 0.1 0.4 -0.3 0.19
H -4.25918 -3.48314 -0.65540 -0.1 0.6 -0.2 0.17
H -3.28285 -1.51941 0.00586 -0.8 -0.4 0.3 0.15
H -3.09633 0.76550 -1.95685 0.0 -0.2 0.0 0.23
H -1.81011 -0.32507 -1.43466 0.0 0.1 0.0 0.21
H -3.47157 1.44312 0.49474 0.3 -0.5 0.2 0.18
H -1.08681 2.45341 0.08530 -0.7 0.4 -0.6 0.49
H -1.74188 -0.58929 1.14213 0.3 0.0 0.1 0.21
H -1.77449 0.85232 2.12307 0.0 0.1 0.1 0.23
H 0.15645 0.62853 -0.17766 -0.1 0.1 -0.4 0.17
H 1.24815 2.16564 1.34726 -1.2 -0.3 -0.3 0.50
H 0.71680 -1.20909 1.11130 0.1 -0.4 0.0 0.17
H -0.25888 -0.69450 3.34750 0.0 0.0 -0.1 0.22
H 1.46507 -1.06121 3.51280 0.1 -0.1 0.0 0.22
H 0.92385 0.61148 3.55565 -0.1 -0.1 0.0 0.22
H 2.90136 -1.40061 0.00463 -0.2 0.6 -0.1 0.18
H 2.23418 0.08109 -0.77512 -0.2 -0.1 0.0 0.18
H 3.88369 1.22006 -2.03731 0.0 0.5 -0.1 0.21
H 6.31823 2.02207 -2.30057 -0.4 -0.1 0.0 0.22
H 7.98208 1.18119 -0.80378 -0.1 0.2 0.4 0.21
H 7.32576 -0.21666 1.20828 -0.1 0.3 -0.4 0.22
H 4.98552 -0.82128 1.53036 0.1 0.1 -0.2 0.21
H -6.20819 1.17335 -0.99623 0.1 0.6 0.9 0.18
H -5.41117 0.35370 -2.26260 0.0 -0.4 0.2 0.19
H -6.82413 -0.39045 -1.45041 0.6 0.0 0.1 0.18
```
Positions in Å, forces in eV/Å.

***

The highest E_tot belongs to which entry? C16H26N4